Entry 1:
DFT (ωB97M-V/def2-TZVPD) results for a structure of composition C21H35Cl32NO5S at a distorted geometry.

CARTESIAN COORDINATES (ANGSTROEM)
O  0.03463  -1.20068  1.59980
N  0.48885  -0.49373  0.76230
O  0.77401  -1.20667  -0.37996
C  0.16178  -0.46314  -1.49989
C  -1.36442  -0.32516  -1.15426
C  -2.06075  0.79851  -0.67778
S  -1.40714  2.45513  -0.35602
C  -3.50818  0.20732  -0.49978
O  -4.33755  0.56879  0.35692
O  -3.59028  -0.86512  -1.51179
C  -2.34622  -1.54974  -1.28081
O  -2.14533  -2.73274  -1.17339
H  0.69646  0.53997  -1.53644
H  0.31106  -1.05924  -2.44786
H  -0.34428  2.61426  -1.23970
C  4.16498  -1.29991  -0.59203
Cl  3.41832  -0.11005  -1.66246
Cl  5.61128  -0.64561  0.18655
H  3.44715  -1.58094  0.17555
H  4.43932  -2.17397  -1.17763
C  -2.74729  5.40996  -3.25113
Cl  -2.88748  5.83558  -1.54164
Cl  -1.37762  4.32573  -3.52972
H  -3.66096  4.91202  -3.56770
H  -2.60166  6.31823  -3.83146
C  4.96872  -2.78898  -4.06060
Cl  3.76231  -1.92257  -5.01767
Cl  4.20408  -3.87424  -2.89117
H  5.59357  -3.37642  -4.72908
H  5.57950  -2.06562  -3.52392
C  1.06472  -1.52489  4.65956
Cl  1.90096  -2.74791  5.62424
Cl  0.71704  -0.08009  5.61711
H  1.69552  -1.24695  3.81895
H  0.12841  -1.94118  4.29618
C  7.07374  1.18777  3.09340
Cl  7.13278  2.80358  3.80957
Cl  8.27606  1.01027  1.80821
H  7.27357  0.45241  3.86584
H  6.08324  1.02400  2.67385
C  -0.62974  -5.49985  -0.64387
Cl  0.59265  -5.12680  -1.86686
Cl  -1.39974  -7.06004  -0.94973
H  -0.15304  -5.52902  0.33297
H  -1.38988  -4.72389  -0.66103
C  -1.92261  -7.54132  3.08032
Cl  -1.36631  -8.84284  2.02291
Cl  -0.82211  -6.15543  3.02558
H  -2.91014  -7.22088  2.75659
H  -1.97081  -7.91127  4.09816
C  6.55090  1.09102  7.39864
Cl  6.68941  0.01878  8.79601
Cl  5.93146  0.22803  5.98517
H  5.86859  1.90194  7.64217
H  7.53364  1.49273  7.16291
C  -4.20882  -5.80090  6.02501
Cl  -4.11706  -4.93413  4.48769
Cl  -3.72621  -7.49242  5.83992
H  -3.54468  -5.32167  6.74047
H  -5.23280  -5.76526  6.38929
C  -3.09853  7.02051  2.40987
Cl  -2.52275  5.71946  1.36121
Cl  -2.02813  8.42383  2.33710
H  -4.09305  7.31893  2.08650
H  -3.13609  6.65825  3.43461
C  0.87286  3.63273  -6.63517
Cl  1.02930  2.55045  -5.24721
Cl  0.22198  2.78253  -8.04244
H  0.20120  4.44741  -6.37285
H  1.85419  4.02708  -6.88611
C  4.36513  3.46233  -8.89849
Cl  5.14320  2.23955  -7.88829
Cl  4.05231  4.94519  -7.98591
H  5.01778  3.69593  -9.73628
H  3.41953  3.06808  -9.26452
C  -4.56060  10.77838  0.18475
Cl  -4.48720  11.63976  -1.35669
Cl  -4.04803  9.09678  0.00614
H  -3.90327  11.27277  0.89672
H  -5.58425  10.79798  0.55124
C  -5.37197  -8.03336  0.38499
Cl  -5.52341  -7.61307  2.09684
Cl  -4.02195  -9.14006  0.11059
H  -6.29219  -8.51131  0.05746
H  -5.20391  -7.12364  -0.18764
C  3.25414  3.31049  -0.50689
Cl  2.02774  4.14598  -1.47170
Cl  2.51024  2.22254  0.66832
H  3.88973  2.72908  -1.17152
H  3.85061  4.04930  0.02330
C  -6.56730  -2.52246  -0.28076
Cl  -6.06920  -3.85271  -1.34689
Cl  -5.43663  -1.16271  -0.36636
H  -7.55565  -2.18249  -0.58345
H  -6.60140  -2.88822  0.74310

E_LUMO ... -1.010 eV
F_max ... 0.1551 Eh/bohr
Orbital gap ... 8.34 eV
DFT total energy ... -16376.1449 Eh
HOMO level ... -9.35 eV

Entry 2:
DFT (ωB97M-V/def2-TZVPD) results for a structure of composition C21H35CrFP2 at a distorted geometry.

CARTESIAN COORDINATES (ANGSTROEM)
P  -0.12814  -2.30152  -2.32253
P  0.20976  1.77675  -2.31938
C  -0.44552  -0.91057  -3.42238
C  0.39808  0.43629  -3.44298
H  -1.50815  -0.66921  -3.41762
H  -0.32169  -1.35181  -4.41606
H  1.45028  0.16858  -3.50686
H  0.21168  0.88721  -4.41938
C  -1.35680  2.67103  -2.63574
H  -1.59160  3.32836  -1.78827
H  -2.18090  1.96090  -2.68280
H  -1.27370  3.26238  -3.55530
C  1.45941  3.02551  -2.68702
H  1.13165  3.49118  -3.62811
H  2.41660  2.50934  -2.77862
H  1.50381  3.76651  -1.88114
C  -1.35343  -3.51072  -2.88807
H  -1.41672  -4.34067  -2.18081
H  -0.98414  -3.86216  -3.86125
H  -2.31293  -3.00616  -2.99696
C  1.44204  -3.07690  -2.81706
H  2.20769  -2.30603  -2.93371
H  1.28035  -3.62995  -3.75335
H  1.77489  -3.76797  -2.03196
Cr  0.47674  -0.93549  3.47257
C  0.29190  1.73034  -0.53098
C  -1.24218  1.69755  -0.41490
C  -1.69412  0.15632  -0.64320
C  -1.32839  -1.06981  0.16945
C  -0.45343  -2.15954  -0.58757
C  1.07011  -2.11867  -0.56397
C  1.53049  -0.62830  -0.61937
C  1.13996  0.57071  0.25267
C  0.54347  -2.84494  4.10806
H  0.85537  2.65249  -0.30239
H  -1.54443  2.08797  0.64611
H  -1.08632  -0.05565  -1.57260
H  -2.80648  0.10304  -0.99999
H  -1.26004  -1.04118  1.28504
H  -2.27367  -1.60718  0.03751
H  -0.87305  -3.12948  -0.34143
H  1.52651  -2.69381  0.34807
H  1.10059  -0.34720  -1.61179
H  2.63789  -0.59907  -0.83817
H  1.02603  0.47851  1.35588
H  2.11599  1.08750  0.23225
H  1.45556  -2.70832  4.69405
H  0.62612  -3.58939  3.32463
H  -0.34461  -2.97623  4.71942
F  -0.33336  3.48140  7.25843
C  -0.26566  2.73145  6.09791
C  0.98153  2.52268  5.52426
C  1.03890  1.77478  4.33712
C  -0.07791  1.17244  3.81771
C  -1.33130  1.48224  4.34234
C  -1.40294  2.23863  5.53214
H  1.85511  2.91080  5.99526
H  2.01419  1.57840  3.90171
H  -2.22406  1.06749  3.91639
H  -2.35702  2.42915  6.02480

E_LUMO (alpha / beta) ... -0.524 / -0.049 eV
F_max ... 0.0907 Eh/bohr
Multiplicity ... 5
Relative energy (zero: lowest compared OMol25 entry of this formula, charge and spin) ... 85.4 kcal/mol
Orbital gap (alpha / beta) ... 4.56 / 5.04 eV
DFT total energy ... -2647.6680 Eh
HOMO level (alpha / beta) ... -5.09 / -5.09 eV
<S²> ... 6.052

Entry 3:
DFT (ωB97M-V/def2-TZVPD) results for a structure of composition C21H35EuFP2 at a distorted geometry.

CARTESIAN COORDINATES (ANGSTROEM)
P  2.31454  1.15166  1.33738
P  0.91215  0.47375  -2.33428
C  2.80900  1.07083  -0.37938
C  1.82314  1.71971  -1.38960
H  3.01660  -0.00489  -0.56441
H  3.77823  1.60451  -0.42130
H  1.13955  2.45110  -0.91255
H  2.42589  2.28820  -2.11986
C  2.13568  0.20162  -3.63982
H  1.69341  -0.37512  -4.45445
H  2.99788  -0.34198  -3.24172
H  2.47250  1.17687  -4.01229
C  -0.57111  1.18470  -3.05531
H  -0.38150  1.50771  -4.09275
H  -0.88900  2.10699  -2.50816
H  -1.35751  0.41664  -3.10956
C  3.73926  0.65941  2.32434
H  3.45183  0.55384  3.38324
H  4.55178  1.39938  2.22496
H  4.09691  -0.31220  1.96016
C  1.99347  2.84300  1.80435
H  1.53827  3.43492  1.00524
H  2.96811  3.30114  2.01278
H  1.38300  2.93018  2.70817
Eu  -1.87893  2.20992  -0.38910
C  0.83384  -1.36749  -1.18594
C  1.91023  -2.19748  -0.74233
C  1.94044  -3.00756  0.51082
C  1.06088  -2.59318  1.77233
C  1.35057  -1.37108  2.44991
C  1.02073  -0.09155  1.90799
C  -0.19547  0.02930  0.93953
C  -0.36445  -0.92891  -0.24528
C  -2.34603  2.20657  2.10289
H  0.44894  -1.79124  -2.14862
H  2.59880  -2.54400  -1.55054
H  2.97109  -2.96006  0.87315
H  1.73558  -4.09118  0.37966
H  0.00074  -2.64466  1.51617
H  1.24411  -3.36349  2.53270
H  1.65322  -1.48268  3.49470
H  0.76610  0.58246  2.73949
H  -0.04284  1.07581  0.54127
H  -1.10855  -0.02671  1.56515
H  -0.82751  -1.88141  0.05178
H  -1.17748  -0.46427  -0.85164
H  -2.98323  3.10129  1.93183
H  -1.59657  2.40869  2.87827
H  -2.96251  1.31152  2.30245
F  -6.34240  -2.91465  -1.00362
C  -5.46778  -1.88315  -0.73678
C  -5.36286  -0.85559  -1.66538
C  -4.41926  0.18556  -1.39896
C  -3.61715  0.10286  -0.28988
C  -3.79802  -0.86156  0.67336
C  -4.75134  -1.89564  0.45937
H  -5.95173  -0.88320  -2.58403
H  -4.29253  1.02518  -2.09190
H  -3.19135  -0.86103  1.57753
H  -4.89938  -2.71938  1.15846

E_LUMO (alpha / beta) ... -1.008 / -0.982 eV
F_max ... 0.0714 Eh/bohr
Multiplicity ... 8
Relative energy (zero: lowest compared OMol25 entry of this formula, charge and spin) ... 4.2 kcal/mol
Orbital gap (alpha / beta) ... 3.86 / 3.89 eV
DFT total energy ... -2313.6248 Eh
HOMO level (alpha / beta) ... -4.87 / -4.88 eV
<S²> ... 15.764